(1)
C2H7N3 in the gas phase in a non-equilibrium geometry. Source: the Open Molecules 2025 dataset; level of theory: ωB97M-V/def2-TZVPD.

Computed properties:
* LUMO energy: 1.00 eV
* SMILES: [H]/N=C(/C)NN
* frontier orbital gap: 10.1 eV
* E_tot: -244.63755 a.u.
* HOMO: -9.15 eV
* charge: 0

```
12
Properties=species:S:1:pos:R:3:forces:R:3
C 1.1553 1.1357 0.9067 0.2314 -0.0009 1.1851
C 0.2188 0.0562 0.4472 0.2178 -0.3681 0.2152
H 1.5031 1.7819 0.1003 0.1175 -0.1832 -0.0176
H 0.6374 1.7944 1.6381 0.3233 -0.5060 -0.3715
H 2.0036 0.6366 1.4245 -0.4847 0.5645 -0.3586
H -0.7718 -1.5440 0.7296 0.4802 0.3177 0.3637
H 0.2909 0.9575 -1.3686 -0.2038 -0.0948 -0.1515
H -0.6815 -1.5405 -1.4724 -0.5029 0.6345 -0.1594
H -1.9389 -0.5234 -1.0723 -0.4481 -0.2479 -0.0026
N -0.0967 -0.9230 1.2114 -0.5347 0.0671 -0.4979
N -0.1861 0.2490 -0.8389 0.4336 0.9410 -0.0642
N -1.0440 -0.5708 -1.5300 0.3704 -1.1239 -0.1408
```
Forces are in eV/Å.

(2)
C2H7N3 in the gas phase in a non-equilibrium geometry. Source: the Open Molecules 2025 dataset; level of theory: ωB97M-V/def2-TZVPD.

Computed properties:
* LUMO energy: 1.19 eV
* SMILES: C/N=C/NN
* frontier orbital gap: 10.0 eV
* E_tot: -244.60577 a.u.
* HOMO: -8.79 eV
* charge: 0

```
12
Properties=species:S:1:pos:R:3:forces:R:3
C 2.2316 -0.1909 0.4128 1.0022 0.8555 0.1825
C -0.0608 -0.2897 -0.2105 -0.1635 0.8522 1.2799
H 2.8164 -0.9923 0.9930 -0.6500 1.2607 -1.1143
H 2.6233 0.8859 0.7716 -0.9359 -2.4069 -0.6257
H 2.3791 -0.2389 -0.6971 0.4853 -0.1217 0.7967
H 0.0548 -0.0838 -1.2581 0.6303 -0.0074 -0.7360
H -1.5921 -0.3535 1.1211 -0.0014 0.1609 -1.6275
H -3.1621 0.0681 -0.9586 0.2335 -0.2101 0.3645
H -2.4071 1.3838 -0.2448 -0.2195 -0.0317 -0.2139
N 0.8306 -0.3544 0.7027 -1.3926 0.1794 -0.2043
N -1.4363 -0.3269 0.0778 0.2028 -0.7193 1.6356
N -2.2774 0.4926 -0.7098 0.8088 0.1885 0.2625
```
Forces are in eV/Å.

(3)
C2H7N3 in the gas phase in a non-equilibrium geometry. Source: the Open Molecules 2025 dataset; level of theory: ωB97M-V/def2-TZVPD.

Computed properties:
* LUMO energy: 0.91 eV
* SMILES: [H]/N=C/NNC
* frontier orbital gap: 9.6 eV
* E_tot: -244.54982 a.u.
* HOMO: -8.71 eV
* charge: 0

```
12
Properties=species:S:1:pos:R:3:forces:R:3
C -1.6994 -0.3628 0.1387 -0.4211 -4.3466 5.1855
C 1.5782 0.4181 0.0405 -2.5935 -2.7858 -0.1595
H -2.1651 0.1062 1.0635 -0.2881 0.5238 -2.0099
H -1.1391 -1.1524 0.8986 -0.1894 1.3481 -2.0870
H -2.3458 -1.1427 -0.4039 0.5045 1.9009 0.5628
H -0.5239 -0.3868 -1.3991 -0.7457 2.1517 1.0061
H 0.1444 2.0678 0.0069 0.6505 -3.5610 -0.7136
H 2.2266 0.9161 0.8309 -0.8716 -0.0468 -1.4492
H 2.7494 -1.0141 0.1577 -2.6986 -0.1631 -2.1059
N -0.9019 0.3886 -0.7305 3.1235 -1.5729 -3.0029
N 0.3003 0.9835 -0.2069 0.1764 3.9560 1.6791
N 1.7762 -0.8214 -0.3965 3.3532 2.5956 3.0945
```
Forces are in eV/Å.

(4)
2 unconnected molecules or ions with the total composition C2H7N3O in a non-equilibrium geometry. Source: the Open Molecules 2025 dataset; level of theory: ωB97M-V/def2-TZVPD.

Computed properties:
* LUMO energy: 0.94 eV
* SMILES: C=[NH+][O-].[H]/N=C\N
* frontier orbital gap: 9.6 eV
* E_tot: -319.77744 a.u.
* HOMO: -8.64 eV
* charge: 0

```
13
Properties=species:S:1:pos:R:3:forces:R:3
C -0.7665 -0.7775 -1.1636 2.4243 -3.1756 0.2127
C 1.2854 0.0730 1.2932 0.7660 0.3829 -1.5413
N 0.4017 -1.3732 -1.1363 -0.3756 2.7788 -1.6203
N 0.4103 0.5973 2.0333 3.1440 -3.1451 4.2947
N -1.2255 0.3135 -1.7147 -2.8663 4.1880 -1.5821
O -0.4059 1.4443 1.8691 -3.4759 3.1861 -1.0889
H 1.3415 0.4699 0.3203 0.2744 -0.0277 -1.0806
H 1.9907 -0.5744 1.7337 0.4332 -0.7097 0.2167
H -1.6404 -1.2853 -0.8023 0.0360 -0.8739 0.8746
H 1.0769 -0.7267 -1.7217 -1.3021 -1.5014 1.4279
H 0.5990 0.2326 3.0213 -1.0361 0.4646 -0.5811
H -2.2556 0.4454 -1.5812 1.6670 -0.0317 -0.2207
H -0.8116 1.1611 -2.1511 0.3111 -1.5354 0.6883
```
Forces are in eV/Å.

(5)
C2H7N3O in the gas phase in a non-equilibrium geometry. Source: the Open Molecules 2025 dataset; level of theory: ωB97M-V/def2-TZVPD.

Computed properties:
* LUMO energy: 0.49 eV
* SMILES: [H]/N=C(\CO)NN
* frontier orbital gap: 9.8 eV
* E_tot: -319.78381 a.u.
* HOMO: -9.32 eV
* charge: 0

```
13
Properties=species:S:1:pos:R:3:forces:R:3
C 0.1071 -0.6375 -0.2691 1.9917 -1.8976 -1.5562
C 0.9637 0.1432 0.7499 -2.4650 -0.4394 -0.6984
H -1.7281 1.6754 -0.0735 -1.0309 -4.0556 0.1785
H -2.1650 -0.0949 0.6347 0.2326 2.8784 -1.9495
H -1.2198 -0.7717 -1.5710 -1.5537 -1.5166 -1.7450
H 1.5594 -1.8831 -0.5696 -1.9530 -0.4699 0.6598
H 0.5322 0.0727 1.7029 -1.5336 -0.2973 1.4722
H 1.8438 -0.4328 1.0334 1.0814 0.5955 -1.1106
H 1.7388 1.6998 -0.1979 -3.7824 -0.3046 2.6959
N -2.0587 0.5879 -0.2414 1.7708 0.2981 0.9947
N -0.9466 -0.0265 -1.0197 1.2092 1.2143 4.0489
N 0.4928 -1.8530 -0.6669 0.7155 3.0130 0.0877
O 0.8805 1.5204 0.4883 5.3174 0.9815 -3.0781
```
Forces are in eV/Å.

(6)
C2H7N3O in the gas phase in a non-equilibrium geometry. Source: the Open Molecules 2025 dataset; level of theory: ωB97M-V/def2-TZVPD.

Computed properties:
* LUMO energy: 0.78 eV
* SMILES: [H]/N=C(\N)N(C)O
* frontier orbital gap: 9.7 eV
* E_tot: -319.81839 a.u.
* HOMO: -8.92 eV
* charge: 0

```
13
Properties=species:S:1:pos:R:3:forces:R:3
C 1.2704 -1.0930 0.1111 3.5919 0.7530 -0.0801
C -0.7010 -0.0654 -0.1450 -1.7121 4.6085 1.5285
H 2.2586 -1.0668 -0.3743 -0.2153 -0.8600 0.0348
H 0.5373 -1.7632 -0.2665 0.5544 -1.5397 -0.0444
H 1.4692 -1.1807 1.1898 -0.5513 0.0645 -0.0653
H 1.4479 1.8636 -0.6288 0.4338 0.7620 -2.6017
H -0.8576 1.9571 0.2416 1.0670 2.4208 0.4549
H -2.4754 1.1277 0.0471 3.2412 0.5930 0.2439
H -2.2416 -1.1831 0.0326 1.0188 0.1012 -0.0469
N 0.6639 0.1094 -0.3113 -1.0623 0.3188 -0.9970
N -1.3892 1.1830 0.0782 -3.4459 -4.8929 -1.4192
N -1.2072 -1.2142 -0.0577 -2.0933 -0.8839 -0.4541
O 1.2247 1.3256 0.0832 -0.8268 -1.4452 3.4464
```
Forces are in eV/Å.